# 1
{"formula": "C45H84O33", "method": "the ωB97M-V functional and the def2-TZVPD basis", "elements": ["C", "C", "O", "C", "O", "O", "H", "H", "H", "H", "C", "C", "O", "C", "O", "O", "H", "H", "H", "H", "C", "C", "O", "C", "O", "O", "H", "H", "H", "H", "C", "C", "O", "C", "O", "O", "H", "H", "H", "H", "C", "C", "O", "C", "O", "O", "H", "H", "H", "H", "C", "C", "O", "C", "O", "O", "H", "H", "H", "H", "C", "C", "O", "C", "O", "O", "H", "H", "H", "H", "C", "C", "O", "C", "O", "O", "H", "H", "H", "H", "C", "C", "O", "C", "O", "O", "H", "H", "H", "H", "C", "C", "C", "O", "H", "H", "H", "H", "H", "H", "H", "H", "C", "C", "C", "O", "H", "H", "H", "H", "H", "H", "H", "H", "C", "C", "C", "O", "H", "H", "H", "H", "H", "H", "H", "H", "C", "C", "C", "O", "H", "H", "H", "H", "H", "H", "H", "H", "C", "C", "C", "O", "H", "H", "H", "H", "H", "H", "H", "H", "C", "C", "C", "O", "H", "H", "H", "H", "H", "H", "H", "H"], "positions_angstrom": [[2.33956, -4.62341, -1.58312], [1.99747, -5.83048, -2.61076], [0.58506, -6.11329, -2.32378], [0.18426, -5.40309, -1.21989], [-0.88989, -5.62467, -0.71192], [1.08937, -4.49057, -0.88966], [2.49500, -3.63845, -1.99983], [3.07382, -4.96124, -0.83819], [2.58743, -6.67606, -2.31451], [2.20160, -5.51938, -3.62492], [2.22603, 4.90822, 1.69497], [1.79867, 3.47679, 1.37368], [1.92067, 3.44731, -0.04580], [2.72984, 4.47294, -0.42604], [3.18306, 4.46319, -1.53174], [3.02431, 5.28087, 0.55585], [2.83007, 4.98499, 2.60012], [1.41107, 5.62065, 1.75601], [0.73087, 3.31557, 1.55526], [2.38537, 2.74580, 1.81576], [-2.89449, -5.69461, -3.09537], [-2.31067, -4.35853, -3.41703], [-3.41770, -3.40868, -3.22198], [-4.39690, -3.97328, -2.44126], [-5.33384, -3.36613, -1.97460], [-4.06158, -5.30327, -2.27444], [-2.41876, -6.43430, -2.46433], [-3.25503, -6.20313, -3.97874], [-1.87415, -4.14228, -4.37086], [-1.50561, -4.11513, -2.68630], [-1.62355, 3.15909, -0.76687], [-1.75130, 3.29685, -2.25319], [-1.09431, 4.52727, -2.41145], [-0.89967, 5.20326, -1.27623], [-0.39205, 6.29317, -1.27311], [-1.41580, 4.49065, -0.27322], [-0.83375, 2.44860, -0.51039], [-2.52415, 2.80385, -0.30782], [-2.80195, 3.25631, -2.65158], [-1.08892, 2.60599, -2.78963], [-1.73059, -5.36642, 2.41439], [-3.10253, -4.77314, 2.34789], [-3.00829, -3.72589, 3.35626], [-1.72394, -3.33151, 3.62276], [-1.45310, -2.45276, 4.39224], [-0.94636, -4.15710, 2.82839], [-1.28408, -5.58498, 1.47407], [-1.56163, -6.17670, 3.09886], [-3.99237, -5.36050, 2.66986], [-3.36847, -4.29002, 1.42011], [0.43559, -0.86012, -6.50737], [-1.09482, -1.21995, -6.18122], [-0.98340, -2.50764, -5.54148], [0.32296, -2.62859, -5.08818], [0.68218, -3.49639, -4.37484], [1.12968, -1.90538, -5.88782], [0.78877, 0.16555, -6.26177], [0.60732, -0.90703, -7.62577], [-1.61240, -1.44787, -7.05952], [-1.59269, -0.45433, -5.60964], [-4.88687, -0.58594, 4.14166], [-3.53161, -0.20354, 3.55455], [-3.73676, -0.57192, 2.17802], [-4.64056, -1.61380, 2.12559], [-4.89714, -2.38167, 1.19814], [-5.30157, -1.73786, 3.28880], [-5.72408, 0.11878, 4.06275], [-4.86989, -1.00541, 5.14802], [-2.72042, -0.78493, 3.93123], [-3.30190, 0.85262, 3.61815], [6.61378, 1.42915, 4.28104], [5.46729, 0.87579, 3.46358], [4.43936, 1.82753, 3.55777], [4.95288, 2.96883, 4.06766], [4.27250, 3.92328, 4.25950], [6.24275, 2.83480, 4.32379], [7.63701, 1.38930, 3.74994], [6.68279, 1.09949, 5.34370], [5.13454, -0.04138, 3.88867], [5.72256, 0.72139, 2.38757], [-5.88691, -0.41182, -0.95632], [-4.33157, -0.45003, -1.16760], [-3.95627, 0.82086, -0.50148], [-4.91274, 1.13852, 0.34367], [-4.80740, 2.06777, 1.09243], [-6.01358, 0.40962, 0.23210], [-6.33213, -1.35764, -0.60142], [-6.34216, 0.11777, -1.81621], [-4.03782, -0.52711, -2.20060], [-3.84111, -1.27267, -0.69272], [-0.48583, 1.06579, 4.84917], [0.28260, 1.07805, 3.52563], [1.32352, 0.04759, 3.32351], [-0.68333, 1.14295, 2.44116], [-1.17724, 1.92366, 4.92424], [0.17737, 1.12966, 5.71498], [-1.13894, 0.20460, 4.83123], [0.77410, 2.00614, 3.46326], [2.12238, 0.28223, 3.97477], [1.74573, 0.05943, 2.30975], [0.95618, -0.95431, 3.55879], [-1.42171, 1.78851, 2.63268], [-3.27103, 5.42152, 2.97248], [-2.87752, 4.14919, 3.66187], [-3.73279, 3.80811, 4.87276], [-2.80747, 3.03992, 2.68638], [-3.48772, 6.20891, 3.65143], [-4.16527, 5.04911, 2.47872], [-2.54487, 5.63795, 2.19929], [-1.88151, 4.20517, 3.99771], [-3.35215, 2.91142, 5.33331], [-4.79111, 3.60198, 4.66575], [-3.63027, 4.58587, 5.58915], [-3.68129, 2.85674, 2.27484], [4.66575, 1.29593, -1.01599], [3.29210, 0.75664, -1.47415], [3.41965, -0.08542, -2.71715], [2.96165, -0.18654, -0.38848], [5.29543, 0.43424, -0.92387], [4.55503, 1.82365, -0.10027], [5.11102, 2.02495, -1.73714], [2.42129, 1.46324, -1.49526], [2.49315, -0.58131, -2.88700], [4.26694, -0.79608, -2.55347], [3.56309, 0.62791, -3.53811], [1.99677, -0.21407, -0.22637], [4.93557, -3.92066, 1.47155], [3.93568, -2.84286, 1.05317], [2.55817, -3.10055, 1.54661], [4.49988, -1.62387, 1.51430], [4.70835, -4.76174, 0.82099], [4.82264, -4.25081, 2.48483], [5.93081, -3.64474, 1.28499], [3.87715, -2.68348, -0.05354], [2.21082, -4.04179, 1.23141], [1.83062, -2.37106, 1.16931], [2.43342, -3.08650, 2.60481], [4.07710, -0.92590, 0.92775], [3.17144, 3.33049, -4.55909], [1.95671, 4.27288, -4.85180], [1.98172, 4.70014, -6.27673], [0.72740, 3.62224, -4.53363], [3.00545, 2.79547, -3.60606], [4.08537, 3.86388, -4.55025], [3.25614, 2.61014, -5.33022], [2.04440, 5.14958, -4.23171], [1.11510, 5.37268, -6.43309], [1.91785, 3.84725, -6.93836], [2.84130, 5.32694, -6.48953], [0.22518, 4.21939, -3.93138], [-1.01721, -0.45605, -1.75682], [-0.90489, -0.47664, -0.21724], [-0.87904, -1.90536, 0.22612], [0.29215, 0.27140, 0.08842], [-0.03163, -0.81307, -2.10284], [-1.22639, 0.60834, -2.15850], [-1.81467, -1.10986, -2.12523], [-1.71660, 0.02103, 0.22026], [-0.64286, -1.85863, 1.29303], [-0.15287, -2.46932, -0.33381], [-1.92756, -2.32212, 0.19489], [-0.03460, 0.74939, 0.88946]], "spin_multiplicity": 1, "e_homo_ha": -0.3540, "homo_lumo_gap_ev": 9.947}

---

# 2
{"formula": "C31H32BF3O3S", "method": "the ωB97M-V functional and the def2-TZVPD basis", "elements": ["F", "C", "C", "C", "F", "C", "C", "C", "C", "C", "C", "C", "C", "F", "C", "C", "H", "H", "H", "H", "H", "H", "H", "H", "C", "O", "C", "C", "C", "C", "B", "C", "C", "C", "C", "C", "S", "O", "C", "C", "C", "C", "C", "C", "O", "C", "C", "H", "H", "H", "H", "H", "H", "H", "H", "H", "H", "H", "H", "H", "H", "H", "H", "H", "H", "H", "H", "H", "H", "H", "H"], "positions_angstrom": [[-3.11610, -3.23097, -3.44151], [-2.94897, -1.99250, -2.84894], [-3.28500, -0.84145, -3.55055], [-3.10303, 0.37016, -2.88420], [-3.45825, 1.53837, -3.52064], [-2.55196, 0.46011, -1.60117], [-2.10000, -0.71479, -0.98941], [-1.20394, -0.67615, 0.26101], [-1.79820, -1.43126, 1.45155], [-1.41084, -1.02725, 2.73143], [-1.41071, -1.92845, 3.79491], [-1.87249, -3.23550, 3.56965], [-2.49858, -3.50478, 2.35895], [-2.89254, -4.80070, 2.11103], [-2.63381, -2.54670, 1.35130], [-2.39291, -1.94590, -1.56876], [-3.67776, -0.89284, -4.56268], [-2.46650, 1.42362, -1.09998], [-1.15602, 0.38348, 0.56411], [-1.08414, 0.01457, 2.86773], [-1.01398, -1.61649, 4.76524], [-1.76681, -4.01370, 4.31962], [-3.29611, -2.73441, 0.51007], [-2.17123, -2.87984, -1.05566], [-2.10732, -6.67545, -0.71967], [-1.02702, -6.37320, 0.18984], [-0.21076, -5.32202, -0.07598], [0.46597, -4.77108, 1.03026], [0.71462, -3.41383, 1.02604], [0.34613, -2.65935, -0.08070], [-3.03021, 2.44588, 1.43467], [0.16958, -1.12098, -0.01676], [0.70823, -0.34531, -1.16823], [1.32811, 0.82654, -0.81732], [1.61016, 0.96383, 0.55441], [2.53985, 1.96731, 1.10744], [1.18480, -0.43886, 1.40070], [-2.94636, 3.30070, 0.44360], [-2.16756, 4.38411, 1.05555], [-0.99666, 4.64034, 0.12756], [-3.11791, 5.56621, 1.02179], [-1.78382, 3.83479, 2.51228], [-0.30005, 3.60670, 2.73054], [-2.36210, 4.61477, 3.67519], [-2.41846, 2.51284, 2.59335], [0.12951, -3.30289, -1.30069], [-0.16006, -4.66354, -1.32274], [-2.62913, -7.50039, -0.23194], [-2.78725, -5.81489, -0.83167], [-1.71703, -6.98297, -1.70088], [0.63498, -5.39136, 1.90554], [1.18103, -2.96087, 1.90302], [0.46440, -0.65133, -2.18424], [1.66160, 1.60859, -1.50419], [2.60726, 2.81582, 0.42139], [2.22089, 2.32230, 2.09190], [3.54042, 1.52487, 1.20757], [-0.38732, 5.47555, 0.49576], [-0.35028, 3.76223, -0.00883], [-1.37848, 4.93373, -0.85835], [-2.64037, 6.47881, 1.39657], [-3.39278, 5.74772, -0.02487], [-4.04310, 5.37652, 1.58130], [0.25369, 4.54997, 2.63626], [-0.12176, 3.24312, 3.75273], [0.12506, 2.86538, 2.03584], [-1.94861, 5.62781, 3.70356], [-3.45662, 4.67381, 3.63760], [-2.07691, 4.12097, 4.61243], [0.14624, -2.74432, -2.23610], [-0.42019, -5.17097, -2.24879]], "spin_multiplicity": 1, "e_homo_ha": -0.1778, "homo_lumo_gap_ev": 2.821, "de_lowest_kcal_mol": 152.0}

---

# 3
{"formula": "C53H67N9O2RbSb", "method": "the ωB97M-V functional and the def2-TZVPD basis", "elements": ["Rb", "C", "N", "C", "C", "C", "N", "C", "C", "C", "C", "C", "C", "C", "O", "C", "C", "C", "N", "C", "C", "C", "C", "C", "C", "C", "O", "H", "H", "H", "H", "H", "H", "H", "H", "H", "H", "H", "H", "H", "H", "H", "H", "H", "H", "H", "H", "H", "H", "H", "H", "H", "C", "C", "N", "C", "C", "N", "C", "N", "N", "N", "C", "C", "C", "C", "C", "C", "H", "H", "H", "H", "H", "H", "H", "H", "H", "H", "H", "C", "C", "C", "C", "Sb", "C", "C", "C", "C", "C", "C", "C", "C", "H", "H", "H", "H", "H", "H", "H", "H", "H", "H", "H", "H", "H", "H", "H", "H", "H", "H", "H", "H", "H", "H", "H", "H", "H", "H", "H", "N", "C", "C", "C", "C", "C", "C", "C", "C", "C", "H", "H", "H", "H"], "positions_angstrom": [[-0.38557, -0.12181, -0.12068], [-2.04534, -2.63244, -4.27232], [-1.72084, -2.45319, -2.87368], [-2.89382, -2.01482, -2.11727], [-3.53423, -0.73976, -2.65722], [-4.24542, 0.07217, -1.57400], [-3.24432, 0.67332, -0.70302], [-2.68726, 1.75713, -1.06625], [-2.95217, 2.64727, -2.20831], [-4.17710, 3.23875, -2.46640], [-4.33174, 4.15384, -3.49835], [-3.21921, 4.47652, -4.27222], [-1.98359, 3.91720, -4.03521], [-1.79139, 2.96273, -2.99249], [-0.68389, 2.39387, -2.75388], [-1.20747, -3.68657, -2.28024], [0.11351, -4.17162, -2.86409], [1.30645, -3.27920, -2.52558], [1.81626, -3.57085, -1.19961], [1.75782, -2.63062, -0.33887], [2.26642, -2.73422, 1.01945], [2.82211, -3.93034, 1.47380], [3.35600, -4.04992, 2.74143], [3.34172, -2.92821, 3.57578], [2.81241, -1.73220, 3.15863], [2.23713, -1.56940, 1.86006], [1.76053, -0.44830, 1.47932], [-1.15423, -2.87600, -4.84896], [-2.45558, -1.71481, -4.69015], [-2.78560, -3.44331, -4.42417], [-2.60082, -1.88697, -1.07302], [-3.65354, -2.82306, -2.10705], [-4.24939, -0.97626, -3.45136], [-2.76557, -0.10269, -3.10673], [-4.86814, -0.58895, -0.96262], [-4.89851, 0.81174, -2.03887], [-1.81489, 2.05906, -0.47655], [-5.02598, 3.00168, -1.83171], [-5.29099, 4.61895, -3.68960], [-3.32231, 5.19516, -5.08168], [-1.12346, 4.17987, -4.64022], [-1.96405, -4.49019, -2.38684], [-1.09964, -3.51138, -1.20646], [0.02846, -4.28363, -3.94849], [0.31745, -5.17223, -2.47462], [1.02302, -2.22067, -2.64237], [2.11749, -3.47801, -3.23783], [1.35787, -1.65384, -0.62040], [2.82880, -4.77267, 0.79195], [3.76901, -4.99092, 3.08243], [3.75880, -2.99938, 4.57723], [2.80461, -0.86641, 3.81125], [4.05867, -0.37785, -0.71382], [3.26579, -0.04634, -1.92633], [2.03646, 0.40516, -1.92366], [1.72848, 0.69907, -3.23793], [2.78139, 0.39770, -4.03805], [3.77124, -0.08883, -3.19867], [5.12036, -0.36430, -3.54723], [5.83819, 0.86051, -3.89078], [6.92025, 0.78173, -4.68194], [7.47166, 1.93565, -4.78249], [6.74535, 2.82422, -4.03593], [6.92558, 4.20136, -3.83571], [6.00690, 4.84001, -3.04319], [4.92098, 4.14393, -2.46563], [4.72366, 2.79876, -2.64912], [5.67693, 2.14167, -3.44367], [3.45028, -0.10191, 0.14916], [4.99361, 0.19003, -0.68600], [4.29296, -1.44101, -0.64210], [0.77290, 1.13430, -3.48033], [2.93551, 0.49082, -5.09904], [5.19879, -1.01613, -4.41866], [5.60748, -0.84143, -2.69630], [7.75301, 4.72047, -4.29794], [6.09789, 5.90195, -2.85568], [4.20964, 4.69756, -1.86777], [3.87045, 2.29353, -2.22157], [-4.48584, 2.36662, 2.41061], [-3.27888, 3.21595, 2.81546], [-3.13779, 4.32665, 1.77034], [-3.55545, 3.84628, 4.17895], [-1.49365, 1.92125, 2.65591], [-1.49318, 0.68480, 4.46441], [-2.75676, -0.17772, 4.38347], [-0.29677, -0.26814, 4.35441], [-1.44852, 1.40190, 5.80840], [0.17861, 3.33164, 2.94592], [0.48232, 3.87318, 1.54303], [-0.03910, 4.50244, 3.89902], [1.41282, 2.55183, 3.40240], [-5.36459, 3.01612, 2.31805], [-4.72033, 1.60015, 3.15033], [-4.32519, 1.87158, 1.45215], [-4.08137, 4.88111, 1.71250], [-2.93210, 3.93614, 0.77154], [-2.35362, 5.04132, 2.02276], [-4.41134, 4.52931, 4.10445], [-2.70670, 4.41806, 4.55637], [-3.80821, 3.09069, 4.92514], [-2.78665, -0.76409, 3.46163], [-3.67360, 0.41250, 4.46626], [-2.74850, -0.88388, 5.22177], [-0.18883, -0.70307, 3.35963], [-0.44739, -1.09703, 5.05406], [0.64607, 0.21167, 4.61197], [-2.36231, 1.96223, 6.01139], [-0.60452, 2.09200, 5.88400], [-1.33674, 0.66035, 6.60855], [-0.35941, 4.39710, 1.08589], [0.78054, 3.07332, 0.86159], [1.32094, 4.57829, 1.60155], [-0.82830, 5.17744, 3.56667], [0.88384, 5.09232, 3.96445], [-0.28622, 4.16748, 4.90897], [1.57137, 1.63313, 2.83144], [1.35957, 2.30338, 4.46525], [2.29730, 3.18569, 3.26312], [-0.80930, -10.46919, 1.03325], [-0.92796, -9.32276, 1.08344], [-1.07757, -7.91043, 1.14064], [-0.10096, -7.07012, 0.59256], [-0.25218, -5.70317, 0.65671], [-1.38333, -5.12297, 1.26809], [-2.35141, -5.98770, 1.81413], [-2.20481, -7.35522, 1.75532], [-1.53963, -3.71787, 1.31785], [-1.66868, -2.49052, 1.36719], [0.77589, -7.49212, 0.11740], [0.50794, -5.05765, 0.23708], [-3.22364, -5.54983, 2.28197], [-2.96009, -8.00548, 2.17900]], "spin_multiplicity": 1, "charge": -2, "e_homo_ha": -0.0879, "homo_lumo_gap_ev": 5.946, "de_lowest_kcal_mol": 16.2}